(1)
The following is a quantum chemistry calculation of C15H17Cl2I2NRuS2Si as an isolated structure at a distorted geometry, from the Open Molecules 2025 dataset.

```
! wB97M-V def2-TZVPD RIJCOSX def2/J DEFGRID3
* xyz 1 2
Ru -0.19 -0.22 0.11
Cl 1.89 -1.53 0.65
C 1.92 -1.71 2.39
C 3.08 -2.14 2.98
C 3.12 -2.28 4.36
C 1.99 -1.99 5.11
C 0.83 -1.55 4.48
Cl -0.56 -1.18 5.44
C 0.76 -1.40 3.09
S -0.74 -0.89 2.36
H 3.95 -2.37 2.38
H 4.02 -2.61 4.84
H 2.00 -2.10 6.18
I -1.20 -2.13 -1.74
C 0.19 -1.25 -3.12
I 1.21 0.48 -2.33
H -0.36 -0.94 -4.01
H 0.94 -1.99 -3.35
C -3.60 3.82 -1.67
Si -3.28 4.44 0.06
C -4.84 4.42 1.09
C -2.56 6.17 -0.02
C -1.92 3.47 0.99
C -1.34 4.04 2.12
C -0.22 3.48 2.73
C 0.34 2.36 2.16
N -0.23 1.77 1.11
C -1.34 2.27 0.58
S -2.00 1.13 -0.57
H -4.20 4.56 -2.20
H -4.15 2.88 -1.68
H -2.68 3.67 -2.24
H -5.57 5.11 0.65
H -4.65 4.75 2.11
H -5.29 3.43 1.12
H -3.23 6.83 -0.57
H -1.60 6.18 -0.53
H -2.42 6.60 0.97
H -1.77 4.93 2.55
H 0.22 3.92 3.61
H 1.25 1.92 2.54
*
```

Output
E   -90692.28772 eV
E_LUMO (spin up / spin down)   -0.1624 / -0.1841 Ha
ΔE to the lowest compared entry with this formula, charge and spin   0.00 kJ/mol



(2)
The following is a quantum chemistry calculation of one molecule with the formula C6H9N at a distorted geometry, from the Open Molecules 2025 dataset.

```
! wB97M-V def2-TZVPD RIJCOSX def2/J DEFGRID3
* xyz 0 1
C 2.60 0.56 -0.11
C 1.88 -0.68 0.08
C 0.96 -1.46 -0.05
C -0.37 -1.17 -0.65
N -1.30 -0.72 0.37
C -2.33 0.16 -0.13
C -1.23 0.69 0.72
H 2.45 0.86 -1.16
H 3.66 0.48 0.10
H 2.14 1.32 0.53
H -0.16 -0.36 -1.38
H -0.79 -2.01 -1.20
H -3.32 -0.01 0.27
H -2.29 0.44 -1.19
H -0.50 1.33 0.23
H -1.41 0.93 1.76
*
```

Output
E   -7853.72224 eV
E_LUMO   0.0356 Ha
SMILES   CC#CCN1CC1
ΔE to the lowest compared entry with this formula, charge and spin   428.14 kJ/mol



(3)
The following is a quantum chemistry calculation of C16H11F3IrN3O7S2 as an isolated structure, from the Open Molecules 2025 dataset.

```
! wB97M-V def2-TZVPD RIJCOSX def2/J DEFGRID3
* xyz 0 1
Ir -0.74 -0.14 -0.37
C 2.86 -1.82 0.00
C 2.61 -0.42 -0.42
N 1.43 0.16 -0.51
C 1.64 1.47 -0.86
C 2.98 1.68 -1.01
N 3.56 0.47 -0.73
C 3.86 2.84 -1.34
O 3.27 4.00 -1.54
O 5.05 2.67 -1.38
C 0.47 2.39 -0.99
O 0.64 3.56 -1.29
O -0.67 1.85 -0.78
H 1.92 -2.30 0.22
H 3.49 -1.84 0.89
H 3.36 -2.39 -0.79
H 4.56 0.34 -0.76
H 2.27 3.94 -1.43
S -4.87 0.42 1.16
C -5.02 0.03 -0.50
C -3.82 -0.20 -1.11
C -2.73 -0.06 -0.22
C -3.16 0.27 1.04
C -2.16 0.50 2.05
C -2.37 0.84 3.38
C -1.29 1.02 4.22
C 0.00 0.86 3.72
C 0.15 0.52 2.40
N -0.89 0.35 1.57
H -6.00 -0.02 -0.94
H -3.74 -0.47 -2.15
H -3.38 0.96 3.73
H -1.45 1.29 5.25
H 0.87 0.99 4.34
H 1.13 0.39 1.95
F -0.15 -3.75 -3.76
C 0.07 -3.63 -2.46
F 1.33 -3.22 -2.28
F -0.09 -4.80 -1.87
S -1.12 -2.41 -1.75
O -0.73 -2.28 -0.31
O -2.40 -2.96 -2.02
O -0.76 -1.12 -2.38
*
```

Output
E   -68238.14397 eV
E_LUMO   -0.0150 Ha
ΔE to the lowest compared entry with this formula, charge and spin   0.00 kJ/mol



(4)
The following is a quantum chemistry calculation of C16H21Cl2CuGe2 as an isolated structure, from the Open Molecules 2025 dataset.

```
! wB97M-V def2-TZVPD RIJCOSX def2/J DEFGRID3
* xyz 1 2
Cu 0.62 -2.09 -1.06
C 0.61 -2.13 2.64
Ge 1.38 -0.59 1.74
C 1.33 1.05 2.80
C 3.17 -1.02 1.08
Ge -0.09 -0.02 -0.20
C -1.95 0.21 0.31
C -2.95 0.46 -0.63
C -4.27 0.65 -0.23
C -4.60 0.60 1.12
C -3.62 0.35 2.06
C -2.30 0.15 1.66
C 0.60 1.45 -1.28
C -0.08 1.93 -2.41
C 0.42 2.99 -3.13
C 1.61 3.60 -2.75
C 2.30 3.13 -1.64
C 1.80 2.05 -0.92
H 1.22 -2.38 3.51
H 0.61 -3.00 1.98
H -0.41 -1.96 2.97
H 1.95 0.87 3.68
H 0.32 1.29 3.13
H 1.73 1.90 2.26
H 3.82 -1.24 1.93
H 3.61 -0.21 0.51
H 3.14 -1.91 0.45
H -2.73 0.50 -1.68
H -5.03 0.84 -0.97
H -5.62 0.76 1.43
H -3.87 0.31 3.11
H -1.56 -0.06 2.42
H -1.00 1.48 -2.74
H -0.11 3.36 -4.00
H 2.00 4.44 -3.31
H 3.22 3.60 -1.33
H 2.36 1.70 -0.06
Cl 1.87 -3.96 -1.79
C 0.46 -4.77 -2.57
Cl -0.97 -3.74 -2.48
H 0.28 -5.68 -2.02
H 0.72 -4.94 -3.60
*
```

Output
E   -199642.05131 eV
E_LUMO (spin up / spin down)   -0.1022 / -0.1968 Ha
ΔE to the lowest compared entry with this formula, charge and spin   0.00 kJ/mol



Number 4 is which compound? C16H21Cl2CuGe2



Among the records above, which one has the lowest E? C16H21Cl2CuGe2



The lowest E belongs to which entry? C16H21Cl2CuGe2